1.
{
  "formula": "C21H24BBr6Cl2NO2S",
  "method": "ωB97M-V/def2-TZVPD",
  "e_homo_ev": -7.67,
  "mol_weight_g_mol": 915.64,
  "smiles": "C/C(Cl)=C(/Cl)N1c2ccccc2Sc2cccc(B(O)O)c21.BrCCBr.BrCCBr.BrCCBr",
  "orbital_gap_ev": 8.179,
  "species": ["C", "C", "Cl", "C", "Cl", "N", "C", "C", "C", "C", "C", "C", "S", "C", "C", "C", "C", "C", "B", "O", "O", "C", "H", "H", "H", "H", "H", "H", "H", "H", "H", "H", "H", "H", "Br", "C", "C", "Br", "H", "H", "H", "H", "Br", "C", "C", "Br", "H", "H", "H", "H", "Br", "C", "C", "Br", "H", "H", "H", "H"],
  "xyz": [[-0.347563, 0.157712, 4.169370], [0.311612, 0.168652, 2.818520], [1.964516, -0.324045, 2.800771], [-0.311144, 0.523687, 1.698378], [0.502112, 0.444888, 0.154174], [-1.652832, 0.959508, 1.615078], [-2.625462, -0.092945, 1.589867], [-2.605815, -0.975393, 0.508041], [-3.489858, -2.037001, 0.438328], [-4.430881, -2.221093, 1.445531], [-4.474043, -1.343967, 2.515565], [-3.574423, -0.282878, 2.590544], [-3.703242, 0.792013, 3.977308], [-2.874089, 2.216275, 3.360656], [-3.172461, 3.421478, 3.993390], [-2.579856, 4.596403, 3.568914], [-1.698388, 4.561854, 2.493114], [-1.393871, 3.368797, 1.840693], [-0.391039, 3.473593, 0.622408], [0.967741, 3.545393, 0.843366], [-0.862459, 3.558507, -0.648944], [-1.979145, 2.177145, 2.292297], [-1.223911, -0.493275, 4.144383], [0.335226, -0.267533, 4.900380], [-0.639882, 1.158007, 4.487025], [-1.872895, -0.827974, -0.272430], [-3.437984, -2.713809, -0.404020], [-5.136798, -3.039262, 1.390869], [-5.200327, -1.474242, 3.308537], [-3.884428, 3.441428, 4.809619], [-2.822228, 5.533597, 4.052844], [-1.260965, 5.490603, 2.142849], [1.161912, 3.866781, 1.729678], [-0.170238, 3.853646, -1.252389], [3.283693, 0.922338, -3.163874], [4.879814, 1.160239, -2.073639], [5.286138, -0.114463, -1.383774], [4.096160, -0.522554, 0.096507], [4.650006, 1.951245, -1.367231], [5.659671, 1.492348, -2.756927], [6.281474, -0.011268, -0.960081], [5.265060, -0.970789, -2.050184], [-3.309903, -3.924009, -2.861859], [-3.776516, -5.789421, -2.579069], [-4.367737, -6.016852, -1.213032], [-3.020287, -5.957593, 0.185492], [-2.869872, -6.363684, -2.737825], [-4.504284, -6.033397, -3.349433], [-4.815349, -7.006200, -1.154846], [-5.109889, -5.265901, -0.961194], [8.011827, -0.316139, -3.835487], [6.680014, -0.494933, -5.243240], [6.923650, 0.469638, -6.372759], [6.415446, 2.282375, -5.894528], [5.709014, -0.340978, -4.779853], [6.759599, -1.520871, -5.594725], [6.305102, 0.203601, -7.226728], [7.965549, 0.504353, -6.673077]],
  "forces_ev_per_angstrom": [[0.153, -0.390, -0.112], [-0.222, 0.144, 0.257], [0.087, 0.006, 0.002], [0.205, 0.034, -0.683], [0.071, -0.102, 0.018], [-0.313, -0.186, 1.055], [0.011, -0.175, -0.363], [-0.018, 0.012, 0.109], [-0.017, 0.034, 0.112], [0.049, 0.027, 0.008], [0.056, -0.033, -0.163], [-0.011, 0.108, -0.061], [0.035, -0.032, 0.065], [-0.181, 0.033, -0.025], [0.074, 0.221, -0.132], [0.061, -0.123, -0.080], [-0.066, -0.026, 0.182], [-0.060, 0.069, -0.034], [0.123, -0.322, 0.089], [-0.177, 0.671, -0.085], [-0.009, 0.206, 0.057], [0.077, 0.225, -0.142], [-0.053, 0.202, 0.009], [0.042, 0.115, 0.035], [-0.053, -0.016, -0.007], [-0.006, 0.048, -0.018], [-0.040, 0.032, 0.098], [0.019, -0.035, 0.034], [-0.036, 0.022, -0.033], [0.000, -0.089, -0.013], [0.018, -0.016, 0.003], [0.012, -0.011, -0.007], [0.108, -0.356, 0.064], [0.024, -0.260, -0.081], [0.026, -0.012, 0.023], [0.016, 0.036, -0.130], [-0.073, -0.004, 0.138], [0.054, -0.034, -0.085], [0.010, 0.001, 0.023], [0.003, -0.027, -0.016], [0.019, 0.026, -0.008], [0.034, 0.008, -0.028], [0.039, -0.077, -0.114], [-0.035, 0.099, -0.052], [0.063, -0.067, 0.086], [-0.030, 0.045, -0.015], [-0.002, -0.033, 0.019], [-0.017, 0.006, 0.009], [0.010, -0.010, -0.020], [-0.032, -0.004, -0.027], [-0.031, 0.023, 0.006], [0.051, -0.054, 0.053], [-0.109, 0.076, -0.020], [0.047, 0.003, 0.026], [-0.022, -0.008, -0.025], [0.016, 0.005, -0.017], [-0.015, -0.005, 0.006], [0.016, -0.033, 0.005]],
  "lowdin_charge": [-0.088, -0.684, 0.665, -0.670, 0.724, -0.028, -0.199, -0.003, -0.089, -0.085, -0.106, -0.454, 1.048, -0.451, -0.107, -0.074, -0.039, -0.019, -0.692, 0.147, 0.185, -0.170, 0.066, 0.067, 0.082, 0.091, 0.013, 0.100, 0.102, 0.103, 0.105, 0.117, 0.109, 0.115, 0.599, -0.694, -0.728, 0.614, 0.052, 0.016, 0.049, 0.037, 0.653, -0.689, -0.696, 0.623, 0.050, 0.058, 0.057, 0.047, 0.637, -0.682, -0.691, 0.615, 0.020, 0.061, 0.060, 0.050]
}


2.
{
  "formula": "C53H61AsN5PbS2SeSi2",
  "method": "ωB97M-V/def2-TZVPD",
  "e_homo_ev": -14.81,
  "mol_weight_g_mol": 1249.49,
  "charge": 3,
  "orbital_gap_ev": 5.317,
  "relative_energy_ev": 0.000,
  "species": ["Pb", "S", "C", "N", "C", "C", "N", "C", "C", "C", "C", "C", "C", "C", "C", "S", "C", "C", "C", "C", "C", "C", "C", "H", "H", "H", "H", "H", "H", "H", "H", "H", "H", "H", "H", "H", "H", "H", "H", "H", "H", "C", "Si", "C", "C", "C", "C", "C", "C", "C", "C", "N", "Si", "C", "C", "C", "H", "H", "H", "H", "H", "H", "H", "H", "H", "H", "H", "H", "H", "H", "H", "H", "H", "H", "H", "H", "H", "H", "C", "C", "C", "C", "C", "C", "As", "C", "C", "C", "C", "C", "C", "C", "C", "C", "C", "C", "C", "H", "H", "H", "H", "H", "H", "H", "H", "H", "H", "H", "H", "H", "C", "N", "C", "C", "N", "C", "C", "Se", "H", "H", "H", "H", "H", "H", "H", "H"],
  "xyz": [[0.547837, -0.345904, -0.615682], [-1.924012, 1.064800, -0.698091], [-3.066832, 0.305439, 0.285060], [-4.093906, 0.936008, 0.815003], [-5.078024, 0.176827, 1.613952], [-5.387842, -1.113333, 0.932834], [-4.124027, -1.849770, 0.761954], [-4.174450, -3.326892, 0.862167], [-3.579187, -3.864766, 2.151167], [-2.764194, -4.989035, 2.120785], [-2.257396, -5.522241, 3.301015], [-2.558731, -4.926646, 4.521067], [-3.372209, -3.801154, 4.556290], [-3.880829, -3.274754, 3.374556], [-2.996584, -1.214427, 0.509655], [-1.560439, -2.050212, 0.380893], [-4.346731, 2.395402, 0.683742], [-3.654890, 3.228235, 1.739726], [-3.753010, 2.897250, 3.090083], [-3.215985, 3.731746, 4.059168], [-2.582846, 4.911507, 3.686148], [-2.477496, 5.241937, 2.341600], [-3.009558, 4.399931, 1.371307], [-5.976330, 0.773270, 1.717009], [-4.671421, -0.007153, 2.609341], [-5.872208, -0.959358, -0.034345], [-6.053891, -1.703492, 1.555237], [-3.657324, -3.745762, 0.001465], [-5.224383, -3.601570, 0.788624], [-2.536867, -5.463853, 1.168387], [-1.637735, -6.412415, 3.269055], [-2.175888, -5.351637, 5.444720], [-3.626556, -3.342018, 5.506350], [-4.534264, -2.405695, 3.420743], [-5.424491, 2.514061, 0.773793], [-4.060743, 2.717764, -0.312367], [-4.270830, 1.993272, 3.403557], [-3.313945, 3.474019, 5.106882], [-2.197137, 5.583203, 4.444473], [-1.992348, 6.164455, 2.051732], [-2.959814, 4.677050, 0.319538], [1.434091, -3.382665, 1.179448], [1.437291, -1.996094, 2.432308], [-0.163172, -1.826924, 3.357124], [2.843751, -2.283834, 3.604437], [1.866617, -0.378953, 1.500346], [3.150196, -0.476434, 0.735010], [4.393283, -0.338035, 1.355386], [5.537766, -0.464620, 0.584570], [5.433643, -0.711398, -0.782375], [4.169753, -0.807880, -1.325522], [3.064190, -0.698781, -0.575552], [1.632113, 1.336684, 2.357503], [2.609313, 2.572015, 1.372735], [-0.172940, 1.773388, 2.417450], [2.261395, 1.150025, 4.092371], [1.170203, -4.321224, 1.686069], [2.430641, -3.507140, 0.732706], [0.705009, -3.231019, 0.370201], [-0.932875, -2.492240, 2.955375], [-0.551884, -0.800331, 3.337423], [-0.001932, -2.106134, 4.407572], [2.751290, -3.310383, 3.983054], [2.807038, -1.605013, 4.463430], [3.823877, -2.196311, 3.125374], [4.456562, -0.134164, 2.420590], [6.512850, -0.357115, 1.047192], [6.314712, -0.807345, -1.408264], [4.008763, -0.958170, -2.387501], [2.126194, 3.554970, 1.410406], [2.698045, 2.288976, 0.320783], [3.627505, 2.686418, 1.765744], [-0.771206, 1.279617, 1.645955], [-0.293216, 2.858522, 2.278549], [-0.600806, 1.516298, 3.394518], [3.304564, 0.815645, 4.154691], [1.633557, 0.448220, 4.656618], [2.198898, 2.130446, 4.587228], [1.817971, 6.516621, -1.215941], [0.580526, 5.940306, -0.955520], [0.377029, 4.590955, -1.197979], [1.409874, 3.833638, -1.732032], [2.655521, 4.393660, -1.984819], [2.854578, 5.742999, -1.720202], [1.019459, 2.026243, -2.283194], [-0.258659, 2.233247, -3.711813], [-1.564881, 2.689102, -3.635657], [-2.281753, 2.875868, -4.809297], [-1.687706, 2.600161, -6.035947], [-0.375679, 2.150810, -6.102877], [0.354925, 1.962598, -4.936669], [1.792949, 1.594367, -4.870205], [2.609490, 1.309819, -5.958932], [3.969238, 1.090777, -5.771203], [4.532872, 1.164413, -4.499966], [3.721878, 1.420960, -3.401191], [2.362131, 1.618269, -3.595123], [1.973206, 7.571918, -1.029445], [-0.229719, 6.551239, -0.578890], [-0.582608, 4.136687, -0.981431], [3.461574, 3.809229, -2.401222], [3.818872, 6.190961, -1.926744], [-2.023204, 2.913033, -2.681826], [-3.300001, 3.244683, -4.769280], [-2.247176, 2.752415, -6.951281], [0.080240, 1.971071, -7.071346], [2.193566, 1.274642, -6.961759], [4.601209, 0.882140, -6.628549], [5.603815, 1.037814, -4.369350], [4.157279, 1.494715, -2.412656], [-1.553963, -4.419599, -2.503369], [-0.120472, -4.682057, -2.290238], [0.407560, -5.934620, -2.067631], [1.749221, -5.791395, -2.020580], [2.019501, -4.452127, -2.211137], [3.383778, -3.906912, -2.296520], [0.868320, -3.772122, -2.363488], [0.656195, -1.967783, -2.873432], [-2.054620, -5.374695, -2.620148], [-1.688829, -3.828951, -3.403020], [-1.970438, -3.886597, -1.657715], [-0.204012, -6.821403, -1.988354], [2.527749, -6.527989, -1.889426], [4.062024, -4.727874, -2.501576], [3.661721, -3.438787, -1.358751], [3.441901, -3.185587, -3.103796]],
  "forces_ev_per_angstrom": [[0.390, -0.055, 0.485], [-0.181, -0.109, 0.141], [-0.191, -0.098, -0.022], [-0.098, -0.068, 0.076], [0.165, 0.190, 0.049], [0.180, -0.199, -0.144], [-0.267, -0.127, -0.006], [0.047, 0.119, 0.251], [-0.009, 0.146, -0.029], [0.054, -0.083, -0.016], [-0.020, 0.014, -0.023], [0.033, -0.065, 0.007], [-0.034, 0.063, -0.010], [-0.014, 0.031, 0.060], [-0.046, 0.188, -0.161], [0.048, -0.011, -0.149], [0.188, -0.078, 0.129], [-0.006, -0.120, 0.055], [0.012, -0.092, 0.037], [0.007, -0.026, -0.020], [-0.006, 0.012, -0.031], [0.020, -0.051, 0.029], [0.024, 0.088, -0.118], [-0.055, 0.119, -0.004], [0.035, 0.011, 0.043], [0.036, -0.030, -0.043], [0.003, -0.096, 0.031], [0.058, -0.006, -0.042], [-0.077, 0.024, -0.045], [0.000, 0.056, 0.111], [-0.062, 0.089, 0.007], [-0.052, 0.073, -0.146], [0.031, -0.056, -0.112], [0.071, -0.091, 0.012], [-0.056, -0.015, -0.074], [0.098, -0.061, -0.104], [0.062, 0.171, -0.017], [0.003, 0.023, -0.052], [0.009, -0.066, -0.068], [-0.021, 0.011, -0.020], [0.036, -0.026, 0.138], [-0.028, -0.204, -0.240], [0.003, 0.042, -0.064], [-0.256, 0.020, 0.309], [0.257, -0.047, 0.218], [-0.157, 0.250, -0.838], [-0.129, 0.012, 0.250], [0.126, 0.045, 0.129], [0.014, 0.035, 0.066], [0.060, -0.010, -0.022], [-0.007, -0.092, 0.197], [0.096, 0.055, -0.458], [-0.024, -0.181, 0.051], [0.215, 0.225, -0.012], [-0.329, 0.155, 0.050], [0.171, 0.006, 0.285], [0.047, 0.138, -0.125], [-0.178, 0.013, 0.100], [0.220, -0.148, 0.139], [0.064, 0.076, 0.132], [0.031, -0.232, 0.011], [-0.039, 0.089, -0.180], [0.031, 0.148, -0.001], [0.050, -0.152, -0.138], [-0.139, -0.106, 0.126], [0.031, -0.029, -0.225], [-0.072, -0.025, -0.028], [-0.118, 0.021, 0.088], [0.007, -0.037, 0.112], [0.093, -0.094, -0.028], [0.009, 0.058, -0.019], [-0.168, -0.028, -0.088], [0.060, 0.105, 0.166], [-0.049, -0.229, 0.046], [0.038, 0.064, -0.165], [-0.218, 0.096, 0.034], [0.135, 0.155, -0.044], [0.015, -0.206, -0.057], [0.016, -0.020, -0.012], [-0.021, 0.052, 0.040], [-0.035, 0.060, 0.108], [-0.022, -0.133, 0.123], [-0.036, 0.109, 0.052], [0.013, -0.015, 0.007], [0.196, -0.098, -0.351], [-0.075, -0.045, 0.200], [0.004, -0.011, -0.037], [-0.023, -0.023, -0.026], [0.003, -0.001, -0.017], [-0.003, -0.052, -0.146], [0.220, -0.046, -0.074], [-0.152, 0.016, -0.117], [0.010, -0.030, -0.141], [0.002, -0.013, -0.014], [0.006, 0.001, -0.013], [-0.010, 0.079, -0.085], [0.050, -0.085, 0.158], [-0.011, -0.044, -0.009], [0.013, -0.024, 0.036], [-0.083, 0.020, -0.012], [0.028, -0.029, -0.061], [-0.048, -0.017, 0.019], [-0.002, 0.038, -0.042], [0.075, -0.022, -0.013], [0.038, -0.007, 0.059], [-0.063, 0.015, 0.104], [0.079, 0.018, 0.132], [-0.078, 0.037, 0.096], [-0.144, 0.006, -0.029], [-0.008, 0.031, -0.019], [0.265, -0.110, -0.045], [-0.492, -0.043, 0.014], [-0.207, 0.134, -0.051], [0.215, 0.234, -0.001], [0.418, -0.061, -0.013], [-0.279, -0.144, 0.045], [-0.012, -0.289, 0.094], [-0.088, 0.345, 0.023], [0.011, -0.062, -0.018], [0.039, 0.025, -0.072], [0.042, 0.081, 0.137], [0.043, 0.170, -0.018], [-0.067, 0.142, -0.011], [0.004, -0.068, -0.027], [-0.028, 0.048, 0.101], [-0.079, 0.037, -0.060]],
  "lowdin_charge": [0.832, 0.689, -0.599, -0.057, -0.097, -0.083, -0.079, -0.098, -0.246, -0.054, -0.061, -0.063, -0.060, -0.039, -0.592, 0.741, -0.083, -0.219, -0.038, -0.059, -0.060, -0.063, -0.046, 0.145, 0.132, 0.155, 0.143, 0.099, 0.142, 0.114, 0.114, 0.118, 0.117, 0.106, 0.139, 0.105, 0.102, 0.116, 0.117, 0.110, 0.114, -0.174, 0.433, -0.164, -0.142, -0.345, -0.448, -0.021, 0.000, -0.022, -0.161, -0.014, 0.450, -0.145, -0.169, -0.154, 0.059, 0.040, -0.047, -0.009, 0.024, 0.059, 0.060, 0.041, 0.036, 0.115, 0.132, 0.126, 0.102, 0.049, 0.006, 0.057, -0.038, 0.049, 0.047, 0.040, 0.041, 0.061, -0.044, -0.057, -0.113, -0.377, -0.083, -0.044, 1.291, -0.308, -0.117, -0.052, -0.036, 0.003, -0.186, -0.185, 0.006, -0.035, -0.055, -0.130, -0.326, 0.121, 0.111, 0.081, 0.094, 0.120, 0.051, 0.117, 0.122, 0.120, 0.121, 0.122, 0.119, 0.097, 0.002, -0.096, 0.005, 0.005, -0.093, 0.012, -0.639, 0.735, 0.107, 0.090, 0.035, 0.146, 0.148, 0.110, 0.076, 0.081]
}